16
Properties=species:S:1:pos:R:3:mulliken_charge:R:1 method="wB97M-V/def2-TZVPD" mol_weight_g_mol=97.1 homo_ha=-0.546 total_charge=+1 de_lowest_kcal_mol=165.2
C -0.043 0.177 -2.163 -0.836
C 0.843 -0.632 -1.093 -0.326
N 1.494 0.392 -0.485 -0.445
N 1.224 0.910 0.599 0.327
C 1.186 1.750 1.799 0.030
C 0.333 0.738 1.696 0.231
C -0.774 -0.125 2.267 -0.909
H -0.418 1.030 -1.498 0.254
H 0.524 0.596 -3.024 0.303
H -0.735 -0.584 -2.538 0.328
H 1.662 -1.168 -1.611 0.293
H 0.156 -1.237 -0.515 0.369
H 1.717 2.619 2.133 0.389
H -1.475 0.683 2.749 0.317
H -0.429 -0.775 2.985 0.345
H -1.606 -0.588 1.641 0.330

=====

16
Properties=species:S:1:pos:R:3:mulliken_charge:R:1 method="wB97M-V/def2-TZVPD" mol_weight_g_mol=62.1 homo_ha=-0.537 total_charge=+1 de_lowest_kcal_mol=59.1
N 1.978 -0.973 0.887 -0.432
H 2.393 -0.338 1.562 0.371
H 2.548 -1.813 0.792 0.363
H 2.101 -0.566 -0.099 0.449
H 0.976 -0.892 0.708 0.287
C -0.347 -0.680 -0.780 -1.310
C -1.300 0.220 -0.168 -0.062
C -0.930 1.695 -0.109 -0.988
H 0.727 -0.333 -1.097 0.185
H -0.082 -1.618 -0.299 0.481
H -0.711 -1.161 -1.833 0.296
H -2.404 0.028 -0.595 0.314
H -1.288 -0.222 0.979 0.178
H -0.388 1.867 0.908 0.234
H -1.908 2.387 0.021 0.269
H -0.347 2.061 -0.917 0.364

=====

69
Properties=species:S:1:pos:R:3:mulliken_charge:R:1 method="wB97M-V/def2-TZVPD" mol_weight_g_mol=707.9 homo_ha="-0.130 / -0.149" total_charge=-1 de_lowest_kcal_mol=33.7
Ti -0.993 -0.247 -0.207 -1.125
C 0.640 -4.409 -0.411 -1.250
C 1.401 -3.468 0.479 0.519
N 2.350 -3.986 1.246 -0.706
C 3.047 -3.162 2.036 -0.698
C 2.822 -1.806 2.135 0.445
C 3.638 -0.988 3.092 -0.769
O 2.903 -0.575 4.248 -0.552
C 1.788 -1.231 1.364 0.990
C 1.426 0.156 1.508 -0.448
N 0.350 0.597 0.939 0.931
C -0.216 1.892 0.952 -0.049
C 0.223 3.005 1.656 -0.625
C -0.483 4.188 1.478 -0.669
C -1.577 4.228 0.620 -0.590
C -1.989 3.083 -0.065 -0.671
C -1.327 1.872 0.091 0.718
I -2.820 -0.729 -2.229 -0.528
C 1.092 -2.091 0.476 -0.044
O 0.188 -1.636 -0.372 -0.313
H 0.270 -5.247 0.180 0.336
H 1.303 -4.813 -1.179 0.282
H -0.198 -3.909 -0.891 0.228
H 3.832 -3.621 2.629 0.334
H 4.001 -0.075 2.614 0.334
H 4.512 -1.568 3.404 0.330
H 2.140 -1.157 4.328 0.391
H 2.016 0.809 2.145 0.149
H 1.082 2.964 2.318 0.349
H -0.176 5.082 2.007 0.359
H -2.119 5.159 0.490 0.379
H -2.851 3.155 -0.723 0.465
C 1.290 1.447 -5.150 -1.200
C 0.277 1.477 -4.013 -0.717
As 0.727 0.469 -2.382 0.490
C 1.561 -1.134 -3.161 -0.817
C 0.559 -2.083 -3.808 -1.086
C 2.431 1.344 -1.906 -0.773
C 2.287 2.832 -1.602 -1.068
H 0.973 2.105 -5.963 0.414
H 1.396 0.443 -5.562 0.228
H 2.277 1.782 -4.822 0.251
H -0.692 1.090 -4.334 0.498
H 0.100 2.501 -3.677 0.500
H 2.078 -1.630 -2.336 0.384
H 2.321 -0.808 -3.874 0.650
H -0.160 -2.443 -3.073 0.101
H 1.064 -2.945 -4.251 0.372
H -0.013 -1.585 -4.594 0.287
H 3.155 1.177 -2.708 0.663
H 2.797 0.806 -1.026 0.359
H 1.944 3.382 -2.481 0.275
H 3.242 3.266 -1.294 0.399
H 1.565 3.007 -0.804 0.179
C -4.855 0.435 1.021 -1.053
Ge -3.573 -0.497 2.178 0.491
C -2.946 0.830 3.503 -1.136
C -4.513 -1.917 3.184 -1.282
C -2.061 -1.190 1.215 -0.347
H -5.722 0.767 1.597 0.389
H -5.188 -0.210 0.209 0.320
H -4.366 1.304 0.580 0.215
H -3.781 1.259 4.062 0.434
H -2.422 1.634 2.982 0.275
H -2.254 0.368 4.209 0.301
H -5.307 -1.506 3.811 0.343
H -3.801 -2.439 3.826 0.361
H -4.951 -2.647 2.501 0.354
H -1.712 -2.162 1.584 0.445

=====

210
Properties=species:S:1:pos:R:3:mulliken_charge:R:1 method="wB97M-V/def2-TZVPD" mol_weight_g_mol=1511.3 homo_ha=-0.299
C -21.666 25.293 -1.970 -0.673
C -22.455 26.305 -2.433 -0.589
C -23.849 26.164 -2.357 0.077
C -24.406 25.111 -1.674 -0.508
C -23.578 24.173 -1.052 -0.154
C -22.216 24.250 -1.213 0.522
O -21.350 23.355 -0.613 -0.413
O -24.686 27.119 -2.926 -0.524
H -20.582 25.254 -1.959 0.359
H -22.162 27.120 -3.085 0.403
H -25.458 25.174 -1.424 0.446
H -24.052 23.379 -0.489 0.454
H -20.492 23.762 -0.469 0.274
H -24.733 27.829 -2.273 0.336
C -19.293 19.271 6.676 -0.565
C -18.275 20.147 6.351 -0.907
C -18.599 21.358 5.740 0.653
C -19.897 21.762 5.529 -1.532
C -20.904 20.807 5.810 1.539
C -20.604 19.581 6.340 0.071
O -21.629 18.708 6.556 -0.026
O -17.560 22.268 5.748 -0.596
H -19.090 18.269 7.037 0.356
H -17.246 19.966 6.626 0.458
H -20.149 22.793 5.332 0.064
H -21.935 21.132 5.729 -0.056
H -21.530 17.827 6.912 0.252
H -17.825 23.188 5.799 0.326
C -31.421 19.976 1.880 -0.358
O -31.246 20.900 2.952 -0.423
P -30.079 21.994 2.881 0.483
O -30.249 23.108 1.928 -0.804
O -30.072 22.525 4.403 -0.407
C -29.748 21.583 5.414 0.593
O -28.785 21.017 2.833 0.747
C -27.515 21.576 2.501 -0.047
H -31.387 20.475 0.909 0.392
H -32.353 19.457 2.100 0.307
H -30.617 19.238 1.908 -0.091
H -28.806 21.886 5.886 -0.425
H -29.516 20.550 5.153 -0.461
H -30.463 21.552 6.235 0.434
H -27.414 22.622 2.793 0.474
H -27.203 21.380 1.477 -0.235
H -26.760 21.073 3.114 -0.298
C -27.609 13.154 2.887 -0.448
O -27.163 13.279 1.542 -0.358
P -27.613 14.598 0.712 0.013
O -27.408 15.938 1.301 0.737
O -26.892 14.481 -0.733 -0.441
C -25.732 15.259 -1.007 0.313
O -29.059 14.113 0.326 -0.112
C -29.305 12.859 -0.321 -0.875
H -27.075 12.287 3.283 0.326
H -28.663 12.873 2.953 0.274
H -27.409 14.003 3.540 -0.038
H -24.842 14.633 -1.092 0.428
H -25.426 16.014 -0.285 -0.521
H -25.938 15.774 -1.945 0.207
H -29.395 13.059 -1.387 0.252
H -30.270 12.515 0.052 0.279
H -28.565 12.092 -0.108 0.343
C -24.563 21.747 -5.322 -0.713
O -25.887 21.253 -5.327 -0.283
P -26.308 19.873 -5.983 0.988
O -25.826 19.750 -7.387 -0.736
O -25.666 18.790 -5.018 -0.438
C -25.954 18.730 -3.615 -0.176
O -27.880 19.897 -5.727 -0.248
C -28.777 19.073 -6.486 -0.670
H -24.012 21.305 -6.159 0.351
H -24.057 21.458 -4.401 0.229
H -24.481 22.817 -5.497 0.284
H -25.007 18.550 -3.109 0.169
H -26.623 17.884 -3.459 0.073
H -26.401 19.667 -3.285 0.349
H -29.158 19.581 -7.373 0.276
H -29.639 18.977 -5.827 0.219
H -28.332 18.129 -6.787 0.343
C -32.100 17.987 5.234 -0.576
O -30.744 17.546 5.365 -0.324
P -30.250 16.397 4.344 0.413
O -30.903 15.105 4.575 -0.845
O -30.587 17.138 2.944 0.679
C -31.452 16.451 2.014 -0.355
O -28.666 16.436 4.499 -0.248
C -27.977 17.590 3.991 1.575
H -32.719 17.468 4.502 0.214
H -32.154 19.048 4.988 0.131
H -32.490 17.787 6.233 0.357
H -31.313 15.374 2.098 0.478
H -31.255 16.716 0.979 -0.477
H -32.463 16.713 2.324 0.410
H -28.524 18.496 4.246 -0.676
H -27.779 17.545 2.919 -0.143
H -26.967 17.532 4.399 -0.383
C -18.383 16.262 0.984 -0.889
O -19.067 16.627 2.194 0.012
P -18.388 17.716 3.168 0.382
O -17.419 18.686 2.649 -0.744
O -19.735 18.407 3.679 0.164
C -20.738 18.837 2.774 1.270
O -17.922 16.771 4.380 -0.167
C -16.565 16.733 4.817 -0.687
H -19.030 16.535 0.149 0.215
H -18.132 15.205 0.991 0.289
H -17.503 16.890 0.831 0.438
H -20.941 18.082 2.018 -0.978
H -20.487 19.791 2.306 0.380
H -21.651 19.027 3.336 -0.396
H -15.971 16.863 3.910 0.311
H -16.196 15.824 5.290 0.291
H -16.323 17.533 5.518 0.210
C -29.084 24.521 6.886 -0.613
O -27.797 25.102 7.020 -0.387
P -26.565 24.184 7.501 0.549
O -26.780 23.595 8.845 -0.767
O -25.368 25.238 7.422 -0.410
C -25.127 26.172 6.402 -0.573
O -26.354 23.166 6.262 0.371
C -25.542 21.984 6.349 0.962
H -29.271 23.704 7.582 0.311
H -29.241 24.133 5.879 0.162
H -29.860 25.283 6.951 0.341
H -25.165 27.200 6.773 0.383
H -25.763 26.127 5.518 0.242
H -24.087 26.061 6.083 0.428
H -26.094 21.170 5.879 0.276
H -25.313 21.780 7.393 -0.281
H -24.650 22.118 5.736 -0.756
C -28.375 19.722 -1.089 -0.150
O -29.377 18.767 -0.810 0.061
C -29.552 17.816 -1.831 -0.231
C -30.834 17.021 -1.604 0.483
O -31.863 17.501 -2.452 -0.534
C -32.281 18.820 -2.163 -0.596
H -28.480 20.163 -2.084 0.430
H -27.427 19.181 -0.979 -0.124
H -28.409 20.457 -0.287 -0.081
H -28.664 17.169 -1.881 -0.084
H -29.670 18.360 -2.778 0.386
H -31.063 17.147 -0.540 -0.767
H -30.628 15.967 -1.781 0.317
H -32.965 19.076 -2.971 0.318
H -31.513 19.596 -2.108 0.157
H -32.833 18.858 -1.219 0.255
C -25.466 21.647 9.858 0.267
O -25.936 20.315 9.985 -0.395
C -25.005 19.278 9.937 -1.152
C -24.396 18.958 8.554 0.490
O -25.371 18.556 7.612 -0.338
C -24.858 17.767 6.573 -0.155
H -25.119 22.074 10.800 0.442
H -26.272 22.260 9.457 0.211
H -24.678 21.677 9.097 -0.711
H -25.525 18.402 10.339 0.469
H -24.213 19.387 10.693 0.370
H -23.761 18.096 8.773 0.535
H -23.838 19.863 8.306 -0.351
H -24.607 18.294 5.642 -0.186
H -25.562 16.962 6.368 0.389
H -23.870 17.351 6.806 0.198
C -23.955 20.686 3.835 0.188
O -24.790 20.244 2.769 0.256
C -24.343 19.082 2.127 -0.819
C -25.309 18.584 1.031 1.917
O -24.964 19.016 -0.290 -0.302
C -25.037 20.428 -0.406 -0.497
H -23.989 20.064 4.734 -0.679
H -24.356 21.686 3.978 0.346
H -22.935 20.713 3.436 0.528
H -24.249 18.244 2.830 0.157
H -23.347 19.188 1.675 0.255
H -26.348 18.841 1.244 -0.467
H -25.201 17.501 1.034 -1.737
H -24.471 21.088 0.251 -0.054
H -26.029 20.901 -0.460 0.129
H -24.806 20.500 -1.474 0.361
C -22.310 16.536 0.130 0.192
O -23.030 15.713 1.026 0.075
C -22.106 15.002 1.824 -0.038
C -22.876 13.996 2.669 -0.695
O -23.207 14.578 3.893 -0.442
C -24.479 15.203 3.889 0.220
H -23.026 17.220 -0.335 -0.293
H -21.883 16.016 -0.733 0.371
H -21.564 17.143 0.647 -0.496
H -21.378 15.628 2.355 -0.029
H -21.424 14.427 1.168 0.363
H -22.228 13.126 2.837 0.508
H -23.603 13.489 2.020 0.214
H -24.632 16.079 4.515 -0.523
H -25.144 14.384 4.191 0.460
H -24.858 15.512 2.908 -0.025
C -22.009 22.693 8.481 -0.623
O -21.814 23.787 7.656 -0.416
C -23.009 24.326 7.176 0.024
C -22.976 24.746 5.708 -0.720
O -23.066 23.668 4.828 0.266
C -22.362 23.871 3.610 -1.087
H -21.074 22.351 8.932 0.369
H -22.365 21.803 7.935 -0.033
H -22.743 22.830 9.288 0.398
H -23.353 25.144 7.818 0.442
H -23.827 23.590 7.145 -0.213
H -22.099 25.381 5.528 0.409
H -23.812 25.456 5.644 0.092
H -21.317 24.148 3.729 0.355
H -22.971 24.643 3.115 0.354
H -22.553 23.062 2.906 0.126

=====

21
Properties=species:S:1:pos:R:3:mulliken_charge:R:1 method="wB97M-V/def2-TZVPD" mol_weight_g_mol=102.2 homo_ha=-0.356 de_lowest_kcal_mol=27.4
C 0.307 0.641 -2.059 -1.353
C 1.001 -0.114 -0.922 0.563
C 1.626 -1.417 -1.391 -1.535
C 0.011 -0.337 0.225 -0.566
C -0.334 1.066 0.662 -0.365
O 0.455 1.773 1.248 -0.557
H 1.001 0.834 -2.882 0.387
H -0.083 1.611 -1.727 0.374
H -0.539 0.059 -2.449 0.307
H 1.785 0.529 -0.502 0.249
H 2.361 -1.221 -2.178 0.402
H 0.862 -2.095 -1.793 0.325
H 2.134 -1.925 -0.563 0.369
H 0.483 -0.896 1.042 0.408
H -0.868 -0.904 -0.115 0.419
H -1.316 1.457 0.324 0.476
C -1.783 0.180 2.612 -0.999
H -1.451 -0.738 3.094 0.279
H -2.302 -0.076 1.680 0.221
H -2.447 0.778 3.228 0.334
H -0.903 0.796 2.466 0.264

=====

6
Properties=species:S:1:pos:R:3:mulliken_charge:R:1 method="wB97M-V/def2-TZVPD" mol_weight_g_mol=167.0 homo_ha=-0.360 de_lowest_kcal_mol=4.6
S 0.069 1.931 -1.358 -0.256
P -0.288 0.454 -0.148 0.612
S 1.471 -0.267 0.907 -0.172
Cl -1.014 -1.313 -1.141 -0.204
Cl -1.610 0.579 1.514 -0.161
H 1.373 -1.385 0.227 0.180